Entry from the OMol25 dataset: C31H30BrCsN4O7 as an isolated structure (the ωB97M-V functional and the def2-TZVPD basis).

```
74
Properties=species:S:1:pos:R:3:forces:R:3:mulliken_charge:R:1
Cs -0.297578 -0.062335 -0.134666 -0.1 0.5 0.7 1.42
O 0.282527 -3.429074 -1.041526 -0.1 0.0 0.0 -0.58
C 0.597658 -3.463003 -2.413089 0.1 0.0 -0.1 -0.35
C -0.528245 -2.915654 -3.272429 0.0 0.0 -0.1 -1.11
N -0.767590 -1.509213 -3.028422 0.1 0.0 0.1 0.83
C 0.063337 -0.630675 -3.841750 0.0 0.2 -0.1 -0.45
C 0.120442 0.801871 -3.247476 -0.3 -0.2 0.1 0.04
O -0.657411 1.645356 -3.739800 0.1 0.0 -0.1 -0.75
O 0.873117 0.944467 -2.250391 0.5 0.4 -0.9 -0.83
C -2.170253 -1.163380 -2.924583 0.0 0.0 -0.2 -0.80
C -2.821021 -1.495079 -1.553825 0.0 0.0 -0.1 0.45
O -4.032756 -1.224060 -1.461135 0.0 0.0 -0.1 -0.85
O -2.066819 -1.946802 -0.649763 -0.8 -0.9 -0.3 -0.85
H -0.518834 -2.868372 -0.930955 -0.1 -0.1 0.0 0.33
H 0.795056 -4.503673 -2.707924 0.0 0.0 0.0 0.36
H 1.519629 -2.895742 -2.604132 0.0 0.0 0.0 0.22
H -1.437274 -3.471598 -3.025459 0.0 0.0 0.0 0.45
H -0.316922 -3.110744 -4.340728 0.0 0.0 0.0 0.38
H -0.284679 -0.558657 -4.886817 -0.1 -0.1 0.0 0.27
H 1.076018 -1.038217 -3.824306 0.0 0.0 -0.1 0.39
H -2.780997 -1.658694 -3.698103 0.0 0.0 0.0 0.22
H -2.274053 -0.091077 -3.109687 0.0 0.0 0.1 0.28
Br -3.294600 2.979339 8.313241 -0.1 0.0 0.0 -0.24
C -1.530862 3.373180 7.731919 0.1 0.0 -0.1 0.23
C -0.750613 2.365946 7.184699 0.0 0.0 0.0 -0.71
C 0.531001 2.647073 6.743841 -0.2 -0.1 0.3 0.09
C 1.044605 3.940379 6.852483 0.4 0.0 0.6 -0.39
C 0.250823 4.930661 7.430475 0.0 -0.1 0.1 0.18
C -1.038737 4.660708 7.858142 0.0 0.0 0.0 -0.54
N 2.402301 4.278438 6.610544 -0.4 0.2 0.1 -0.80
N 3.073068 3.738638 5.683944 0.1 -0.3 -0.1 -0.49
C 2.555472 3.001006 4.650908 0.1 0.1 -0.1 0.28
C 3.468814 2.089485 4.090702 0.1 -0.1 0.0 -0.19
C 3.130285 1.132559 3.173943 0.0 0.1 0.1 -1.02
C 1.788980 1.030595 2.679178 -0.1 0.0 -0.1 0.44
O 1.392433 0.131426 1.926516 0.7 0.1 0.7 -0.83
C 0.870761 2.139233 3.077342 0.1 0.1 0.0 -0.30
N -0.290819 2.197185 2.398106 0.0 0.0 0.2 -0.18
C -1.114703 3.193765 2.641879 -0.1 0.0 0.0 -0.27
C -0.814675 4.220605 3.546656 0.0 0.0 0.0 -1.13
C 0.367038 4.176445 4.238695 0.0 0.1 -0.3 -0.28
C 1.251905 3.097170 4.041522 0.0 0.1 -0.3 0.96
H -1.147241 1.363980 7.089813 0.0 0.0 0.0 0.41
H 1.120335 1.855042 6.301207 0.0 0.0 0.1 0.40
H 0.669096 5.922921 7.545708 0.0 0.0 0.0 0.42
H -1.646281 5.444039 8.291418 0.0 0.0 0.0 0.39
H 4.479844 2.139474 4.482871 0.0 0.0 0.0 0.37
H 3.851948 0.417591 2.801177 0.0 0.0 0.0 0.39
H -2.043080 3.198282 2.079858 0.0 0.0 0.0 0.57
H -1.511994 5.038615 3.677556 0.0 0.0 0.0 0.43
H 0.632962 4.978108 4.913912 0.0 0.0 -0.3 0.70
C -3.590085 5.989578 -4.948632 0.0 0.1 -0.1 -1.47
C -3.565738 4.931596 -3.879283 0.0 0.0 0.0 0.96
C -4.607772 4.021924 -3.756724 0.0 0.0 0.0 -1.02
C -4.580356 3.028038 -2.785001 0.0 0.1 -0.1 1.06
C -5.712326 2.039486 -2.677343 -0.1 -0.1 0.0 -1.53
C -3.496688 2.974648 -1.904425 -0.1 -0.1 0.0 1.21
C -3.547800 1.944500 -0.831821 0.1 0.0 0.3 -0.60
O -3.344664 2.208974 0.336395 0.0 0.0 0.0 -0.55
C -2.415800 3.857160 -2.027328 -0.1 0.0 0.0 0.90
C -1.152908 3.685375 -1.236386 0.0 -0.1 0.0 -0.68
C -2.483033 4.830304 -3.016361 0.0 0.0 0.0 -1.10
H -4.434060 5.845490 -5.625063 0.0 0.0 0.0 0.34
H -2.676775 5.963955 -5.546523 0.0 0.0 0.0 0.32
H -3.671513 6.994358 -4.525897 0.0 0.0 0.0 0.30
H -5.451131 4.074791 -4.438607 0.0 0.0 0.0 0.22
H -6.406685 2.164037 -3.509323 0.0 0.0 0.0 0.36
H -6.275318 2.173439 -1.750225 0.0 0.0 0.0 0.33
H -5.353933 1.007115 -2.679883 0.0 0.0 0.0 0.30
H -3.795891 0.905907 -1.109440 -0.1 0.0 -0.1 0.16
H -0.497053 3.026839 -1.817039 0.1 0.1 0.0 0.14
H -1.335810 3.213356 -0.275980 0.1 0.1 0.1 -0.42
H -0.644489 4.637756 -1.081326 0.0 0.0 0.0 0.43
H -1.641742 5.505617 -3.138730 0.0 0.0 0.0 0.39
```
Forces are in eV/Å.

Summary:
ΔE to the lowest compared entry with this formula, charge and spin: 0.823 eV
Charge: -2
LUMO level: 0.136 Eh
Highest occupied orbital energy: -2.3500 eV
Frontier orbital gap: 6.06 eV

=====

Entry from the OMol25 dataset: C16H25ClOReS as an isolated structure (the ωB97M-V functional and the def2-TZVPD basis).

```
45
Properties=species:S:1:pos:R:3:forces:R:3:mulliken_charge:R:1
C 0.211714 0.759528 -5.959971 0.3 0.3 -1.2 1.06
C 1.602394 1.270459 -5.969886 0.3 -0.1 1.0 -1.10
C -0.037419 -0.671470 -6.215366 -0.1 -0.4 0.9 -1.17
C -0.899745 1.717215 -6.108152 -0.5 0.2 1.0 -1.13
Cl 0.178748 0.762675 -2.870272 0.1 2.2 -4.9 -0.30
H -0.020783 -0.753237 -7.327061 0.0 0.0 0.4 0.41
H -1.032210 -1.007304 -5.853986 0.5 0.3 -0.4 0.35
H 0.746268 -1.340852 -5.799596 -0.4 0.5 -0.5 0.33
H 1.824870 1.460246 -7.043801 -0.1 -0.1 0.3 0.44
H 2.344834 0.532745 -5.586017 -0.6 0.4 -0.5 0.33
H 1.730310 2.230452 -5.417660 -0.3 -0.6 -0.6 0.33
H -0.936497 1.920137 -7.201865 0.0 0.0 0.3 0.43
H -0.738449 2.687127 -5.579231 0.1 -0.7 -0.6 0.33
H -1.883451 1.291756 -5.799585 0.8 0.2 -0.4 0.35
C 1.681307 -1.153117 0.515290 -0.2 -0.9 -0.4 -0.49
C 0.906443 -2.042388 -0.281980 1.1 -0.5 0.8 -0.93
C 1.091147 -1.695551 -1.657281 1.7 -0.2 0.5 -0.20
H 0.286836 -2.840945 0.099065 0.1 0.1 -0.1 0.63
C 2.103144 -0.628554 -1.680675 0.4 -1.2 1.0 -0.33
C 2.441202 -0.295404 -0.342322 0.2 -0.8 -0.8 -0.82
H 3.185490 0.430513 -0.049198 -0.1 0.0 0.0 0.70
H 1.758473 -1.180620 1.581668 -0.1 -0.1 0.3 0.55
H 0.691951 -2.220481 -2.508619 0.0 0.0 0.0 0.57
H 2.525979 -0.171311 -2.559130 -0.1 0.0 0.1 0.57
C -1.805859 1.296065 0.054143 -1.2 0.2 -0.5 -0.28
C -1.609777 0.133640 0.846388 -0.7 -1.5 -0.2 -0.65
C -1.662922 -1.016601 -0.011589 -1.6 0.8 1.2 -0.89
H -1.546315 0.098623 1.924184 0.1 -0.1 -0.1 0.61
C -1.820751 -0.564977 -1.358791 -1.6 0.1 0.0 -0.42
C -1.961905 0.879716 -1.284132 -1.4 0.1 0.8 -0.52
H -2.134304 1.543500 -2.125735 0.1 -0.2 0.3 0.55
H -1.920881 2.322588 0.418496 0.3 -0.6 -0.3 0.49
H -1.679172 -2.040005 0.305136 0.1 -0.1 0.1 0.73
H -1.972255 -1.192823 -2.252971 0.1 0.5 0.7 0.52
Re 0.151025 0.034041 -0.857030 2.1 0.4 0.6 0.84
C 0.673327 4.057876 1.359039 0.1 0.1 -0.1 -1.00
S 1.606073 2.567928 0.977355 -1.4 0.0 -0.6 0.36
C 1.184357 1.654452 2.484221 0.2 -0.2 0.0 -0.63
O 0.740597 1.980953 -0.219042 1.4 1.6 1.9 -0.53
H 1.218477 4.587804 2.149565 -0.2 0.0 -0.2 0.46
H -0.350211 3.802433 1.679033 0.5 0.0 -0.1 0.28
H 0.658902 4.652507 0.434575 0.0 -0.1 0.4 0.37
H 0.109825 1.400901 2.509795 0.6 0.2 -0.1 0.10
H 1.813372 0.749845 2.509541 -0.4 0.4 0.1 0.18
H 1.455340 2.314414 3.326346 -0.1 -0.3 -0.3 0.50
```
Forces are in eV/Å.

Summary:
ΔE to the lowest compared entry with this formula, charge and spin: 1.497 eV
Multiplicity: 4
⟨S²⟩: 3.768
Charge: +2
LUMO level (alpha / beta): -0.292 / -0.291 Eh
Highest occupied orbital energy (alpha / beta): -11.6249 / -14.7224 eV
Frontier orbital gap (alpha / beta): 3.69 / 6.79 eV

=====

Entry from the OMol25 dataset: an isolated ion of composition C10H15BrN3 and charge +1 (the ωB97M-V functional and the def2-TZVPD basis).

```
29
Properties=species:S:1:pos:R:3:forces:R:3:mulliken_charge:R:1
C 0.991792 -1.664067 -1.116531 3.3 0.0 -2.2 -0.96
N 0.731607 -0.937033 0.139357 -2.0 1.2 -1.3 0.45
C 1.084141 -1.700910 1.369125 3.1 4.0 1.1 -0.86
C -0.773249 -0.587736 0.128674 -1.0 -0.5 0.6 0.36
N -1.342164 -0.589539 -1.075913 1.1 -0.7 1.1 -0.42
C -2.640916 -0.450768 -1.128419 -2.3 2.0 1.3 -0.23
C -3.427039 -0.049833 0.041666 3.7 -1.4 0.6 -0.14
Br -5.224388 0.220168 -0.003314 -0.8 0.2 -0.1 -0.06
C -2.658866 -0.031414 1.277975 0.5 -1.1 -5.2 -0.31
N -1.368395 -0.369791 1.305402 1.4 -0.1 -1.7 -0.53
C 1.463183 0.374702 -0.072597 -1.1 1.0 0.9 -0.22
C 1.225782 1.487698 0.983773 2.0 -1.3 -1.1 -0.86
C 1.200058 2.481397 -0.127078 -3.1 3.1 -1.9 -0.59
C 0.997705 1.298158 -1.198398 -0.5 1.4 1.3 -0.81
H 2.037320 -2.176526 -1.048095 -1.5 1.6 -0.3 0.32
H 0.389778 -2.472046 -1.261939 -2.2 -2.2 0.3 0.51
H 0.787063 -1.083937 -2.119674 0.9 -0.6 2.5 0.33
H 1.299108 -0.973009 2.258172 -1.0 -1.3 -1.7 0.26
H 0.370471 -2.381893 1.553681 -2.6 -2.2 0.9 0.46
H 2.020863 -2.192783 1.225016 0.6 -0.3 -0.5 0.38
H -3.094582 -0.439868 -2.131078 0.0 -0.3 0.6 0.45
H -2.966967 0.243656 2.186544 -2.1 1.0 3.2 0.65
H 2.465029 0.159080 -0.226947 2.0 -0.8 -0.1 0.83
H 2.130564 1.806735 1.464340 0.0 -1.0 1.9 0.33
H 0.331116 1.124748 1.442593 -0.4 1.2 1.2 0.45
H 0.267167 3.221343 0.008059 2.0 -1.5 -0.8 0.25
H 2.099245 3.186645 -0.253639 -1.2 -1.5 0.2 0.29
H -0.016560 1.224200 -1.581701 0.0 0.0 0.4 0.23
H 1.621137 1.272628 -2.039066 1.1 0.1 -1.2 0.45
```
Forces are in eV/Å.

Summary:
ΔE to the lowest compared entry with this formula, charge and spin: 0.910 eV
SMILES: C[N+](C)(c1ncc(Br)cn1)C1CCC1
Charge: +1
LUMO level: -0.129 Eh
Highest occupied orbital energy: -13.0863 eV
Frontier orbital gap: 9.57 eV

=====

Entry from the OMol25 dataset: an isolated molecule of C2H2N4S (the ωB97M-V functional and the def2-TZVPD basis).

```
9
Properties=species:S:1:pos:R:3:forces:R:3:mulliken_charge:R:1
S -0.423850 -1.986925 -0.971931 -1.3 -0.1 -1.4 -0.27
C -0.123946 -0.382778 -0.345649 -2.3 2.5 -2.2 0.59
C 0.529094 -0.287004 0.796837 0.9 1.5 2.6 -0.20
N 0.799437 0.897062 1.404566 0.8 -6.7 3.2 -0.14
N 0.649618 1.917319 0.808418 0.3 6.2 -3.1 -0.21
N 0.016143 1.968769 -0.340984 -2.9 -2.4 -0.9 -0.13
N -0.618341 0.830144 -0.783602 2.2 0.5 -0.8 -0.22
H -1.439970 -1.840318 -1.969410 1.4 0.4 1.4 0.20
H 0.611815 -1.116269 1.401756 0.9 -1.7 1.3 0.40
```
Forces are in eV/Å.

Summary:
ΔE to the lowest compared entry with this formula, charge and spin: 2.297 eV
SMILES: Sc1cnnnn1
LUMO level: -0.035 Eh
Highest occupied orbital energy: -9.7923 eV
Frontier orbital gap: 8.83 eV